i.
23
Properties=species:S:1:pos:R:3:nbo_charge:R:1 method="wB97M-V/def2-TZVPD" e_lumo_ev=-3.05 total_charge=+1
O -0.83 -0.85 -2.70 -0.691
O 1.71 2.54 2.02 -0.700
N 0.05 -1.24 -0.54 -0.608
N -0.95 1.14 -0.07 -0.766
C -0.64 -1.84 -1.71 0.087
C -0.29 1.85 1.07 -0.239
C 0.16 -2.22 0.57 -0.426
C 1.22 1.79 0.93 -0.071
H -0.47 -0.03 -0.34 0.434
H -1.94 1.04 0.11 0.409
H -0.81 -2.34 1.02 0.217
H -0.60 2.89 1.05 0.224
H -0.60 1.40 2.01 0.223
H -0.87 1.71 -0.89 0.406
H -1.69 -0.49 -2.58 0.475
H 2.68 2.49 1.99 0.487
H 0.52 -3.17 0.18 0.220
H -0.04 -2.63 -2.15 0.193
H 0.98 -0.99 -0.86 0.397
H -1.59 -2.25 -1.37 0.178
H 1.51 2.26 -0.01 0.169
H 1.60 0.77 0.96 0.154
H 0.86 -1.84 1.31 0.227



ii.
23
Properties=species:S:1:pos:R:3:nbo_charge:R:1 method="wB97M-V/def2-TZVPD" e_lumo_ev=-8.58 total_charge=+1
O 2.31 -2.38 0.20 -0.922
O -0.51 2.97 3.02 -0.979
N -0.93 1.04 0.41 -0.560
N -0.27 -1.55 0.62 -0.290
C 0.12 -0.88 -1.66 -0.445
C 0.22 1.35 -0.42 -0.258
C 0.06 0.62 -1.79 -0.396
C -0.82 -1.55 -0.69 -0.347
H 1.14 1.01 0.04 0.244
H -1.15 3.69 3.08 0.490
H 1.15 -1.18 -1.48 0.259
H -0.13 -1.34 -2.63 0.258
H 1.43 -2.07 0.50 0.453
H 0.15 2.40 -0.70 0.236
H -0.95 -2.62 -0.90 0.323
H -0.76 -2.25 1.18 0.374
H -0.85 1.03 -2.23 0.225
H 0.85 0.91 -2.49 0.249
H 2.73 -2.71 0.99 0.484
H -0.04 2.86 3.85 0.494
H -0.80 0.08 0.78 0.348
H -1.85 -1.16 -0.81 0.332
H -1.10 1.73 1.14 0.426



Verdict on stability: i comes out on top.



i.
20
Properties=species:S:1:pos:R:3:nbo_charge:R:1 method="wB97M-V/def2-TZVPD" e_lumo_ev=-0.10 smiles="C=C1CC1=O.C#CN(C)N"
O -1.23 -2.30 -0.18 -0.491
N 2.06 0.53 0.17 -0.315
N 0.85 1.19 -0.19 -0.653
C 3.03 0.52 -0.76 0.149
C 1.82 -0.72 0.87 -0.404
C 3.87 0.62 -1.61 -0.325
C -2.79 -0.31 0.02 -0.138
C -1.76 -1.29 0.17 0.574
C -3.87 0.16 -0.56 -0.302
C -1.76 -0.13 1.09 -0.580
H 2.78 -1.16 1.12 0.214
H 0.50 0.86 -1.10 0.345
H 4.66 0.70 -2.30 0.234
H -4.34 1.08 -0.23 0.200
H 1.24 -1.43 0.27 0.199
H -4.34 -0.35 -1.38 0.208
H -2.04 -0.26 2.12 0.236
H -0.98 0.62 0.94 0.278
H 1.04 2.18 -0.26 0.367
H 1.27 -0.50 1.79 0.205



ii.
20
Properties=species:S:1:pos:R:3:nbo_charge:R:1 method="wB97M-V/def2-TZVPD" e_lumo_ev=-0.29
O 3.76 -0.49 0.15 -0.580
N -0.36 0.46 -0.50 -0.482
N 2.44 0.00 0.29 -0.089
C 1.61 -1.06 -0.30 -0.014
C 0.61 1.61 -0.57 -0.436
C 0.13 -0.76 -0.11 0.110
C -1.26 0.90 0.61 -0.261
C -2.65 0.08 0.19 -0.191
C -2.27 -1.13 -0.18 -0.212
C -0.90 -1.65 0.03 -0.274
H -2.74 -2.10 -0.66 0.214
H -1.63 2.14 0.65 0.240
H -0.23 2.66 -0.52 0.184
H 1.19 1.62 -1.59 0.226
H -0.71 0.44 1.80 0.198
H 4.43 0.11 0.44 0.477
H 1.20 1.62 0.51 0.237
H 1.90 -2.23 -0.38 0.234
H -3.54 0.50 0.12 0.199
H -0.97 -2.71 0.01 0.219



Verdict on stability: i comes out on top.



i.
12
Properties=species:S:1:pos:R:3:nbo_charge:R:1 method="wB97M-V/def2-TZVPD" e_lumo_ev=-9.63 smiles="[NH3+]C#C[N+]1=CC1" total_charge=+2
N -1.52 0.09 -0.09 -0.229
N 2.70 0.10 0.00 -0.697
C 1.31 0.23 -0.01 0.105
C -2.75 -0.60 0.19 -0.175
C -2.49 0.88 -0.13 0.354
C 0.14 0.25 -0.04 0.269
H -2.86 1.84 0.12 0.308
H -2.94 -1.31 -0.67 0.263
H 2.87 -0.39 0.85 0.491
H -3.16 -1.00 1.23 0.301
H 2.76 -0.41 -0.85 0.492
H 3.21 1.07 -0.02 0.519



ii.
12
Properties=species:S:1:pos:R:3:nbo_charge:R:1 method="wB97M-V/def2-TZVPD" e_lumo_ev=-13.05 smiles="C=[N+]1C=[N+]=CC1" total_charge=+2
N -0.24 0.42 0.16 -0.315
N 1.91 0.81 -0.12 -0.388
C -1.45 0.74 -0.13 0.302
C 0.52 -0.93 0.03 -0.351
C 0.79 1.36 0.08 0.427
C 1.92 -0.51 -0.03 0.410
H 0.03 -1.39 -0.76 0.328
H 2.92 -0.93 0.15 0.330
H -1.88 1.65 0.12 0.264
H 0.15 -1.58 0.96 0.373
H -2.14 0.15 -0.69 0.271
H 0.86 2.52 -0.05 0.349



Verdict on stability: ii comes out on top.



i.
7
Properties=species:S:1:pos:R:3:nbo_charge:R:1 method="wB97M-V/def2-TZVPD" e_lumo_ev="-6.75 / -6.76" total_charge=+1
S -3.72 0.25 -0.01 0.056
N -0.61 -0.48 0.06 -0.775
N 1.34 0.96 -0.05 -0.446
C 0.49 0.21 -0.08 0.784
H 2.03 1.67 0.08 0.497
H -0.61 -1.45 -0.18 0.453
H -1.40 -0.02 -0.21 0.431



ii.
7
Properties=species:S:1:pos:R:3:nbo_charge:R:1 method="wB97M-V/def2-TZVPD" e_lumo_ev=-5.87 smiles="[H]/N=C1/[NH2+]S1" total_charge=+1
S -0.32 1.34 -0.92 0.620
N 1.13 -0.03 1.18 -0.534
N -0.80 -0.37 -0.65 -0.797
C 0.52 0.38 0.26 0.360
H 1.62 0.45 1.95 0.474
H -1.56 -0.83 -0.27 0.438
H -0.58 -0.93 -1.55 0.439



Verdict on stability: ii comes out on top.



i.
17
Properties=species:S:1:pos:R:3:nbo_charge:R:1 method="wB97M-V/def2-TZVPD" e_lumo_ev="-1.18 / -0.44"
S -0.37 1.87 -0.60 1.209
O 2.05 0.05 2.04 -0.612
N 0.60 1.31 0.86 -0.842
N 0.15 1.23 -1.80 -0.894
C 1.39 0.32 1.09 0.684
C -0.58 -1.79 -1.27 -0.513
C 1.52 -0.78 -0.03 -0.659
C 0.30 -1.01 -0.73 0.311
C -1.77 0.91 0.29 -0.820
H 1.84 -1.67 0.56 0.283
H -0.42 -2.83 -0.86 0.232
H -1.89 1.48 1.24 0.220
H 0.53 2.13 1.45 0.404
H 2.23 -0.20 -0.70 0.291
H -1.45 -1.66 -1.78 0.246
H -1.33 -0.12 0.35 0.235
H -2.81 0.77 -0.13 0.225



ii.
17
Properties=species:S:1:pos:R:3:nbo_charge:R:1 method="wB97M-V/def2-TZVPD" e_lumo_ev=0.19
S -2.06 0.77 0.09 1.563
O -2.15 0.78 1.55 -0.946
N -2.45 -0.81 -0.42 -0.656
N -0.38 0.82 -0.28 -0.675
C 1.84 -0.21 0.61 -0.682
C -1.58 -1.77 -0.35 0.150
C 0.34 1.94 -0.79 -0.403
C 0.44 -0.45 0.19 0.320
C -0.17 -1.65 0.06 -0.389
H 2.37 -0.27 -0.25 0.238
H 1.14 1.67 -1.40 0.194
H 0.15 -2.57 0.48 0.225
H -1.85 -2.76 -0.59 0.185
H -0.36 2.47 -1.32 0.216
H 2.05 -1.07 1.26 0.236
H 0.89 2.52 -0.10 0.186
H 1.79 0.61 1.27 0.240



Verdict on stability: ii comes out on top.



i.
23
Properties=species:S:1:pos:R:3:nbo_charge:R:1 method="wB97M-V/def2-TZVPD" e_lumo_ev=-4.05 smiles="NC(=[NH2+])[C@@H]1N=CC=C[C@@]1(N)[N+](=O)[O-]" total_charge=+1
O 3.10 0.17 0.08 -0.373
O 2.26 -0.05 -1.87 -0.337
N -0.55 1.04 -1.26 -0.484
N 2.23 -0.17 -0.68 0.513
N -2.09 1.70 0.69 -0.696
N -1.08 0.28 2.27 -0.759
N 1.14 -0.98 1.32 -0.853
C -0.65 0.20 -2.21 0.185
C 0.84 -0.60 0.01 0.175
C -0.07 0.81 -0.01 -0.106
C 0.32 -1.63 -0.88 -0.177
C -1.17 0.93 1.11 0.558
C -0.36 -1.22 -1.96 -0.210
H 1.75 -1.84 1.26 0.399
H 0.63 1.78 0.28 0.272
H -0.66 -1.94 -2.70 0.243
H 0.46 -2.58 -0.57 0.228
H -0.95 0.41 -3.22 0.222
H 1.73 -0.30 1.82 0.405
H -1.98 2.12 -0.23 0.454
H -0.17 -0.22 2.58 0.472
H -2.96 1.93 1.13 0.429
H -1.78 0.20 3.04 0.439



ii.
23
Properties=species:S:1:pos:R:3:nbo_charge:R:1 method="wB97M-V/def2-TZVPD" e_lumo_ev=-4.42 smiles="C[C@]12N=CN(N)[C@H]1C(O)=[NH+]C(=O)N2" total_charge=+1
O 0.99 -3.47 0.19 -0.543
O -2.23 -0.69 1.35 -0.579
N 1.45 -1.32 -0.41 -0.649
N -0.99 1.19 -0.47 -0.292
N 0.84 0.61 -1.72 -0.452
N -0.38 -1.89 1.05 -0.539
N -2.39 1.24 -0.37 -0.697
C 1.23 0.11 -0.44 0.393
C -0.35 0.45 0.54 -0.214
C -0.29 1.19 -1.66 0.293
C 0.77 -2.25 0.30 0.774
C 2.30 0.89 0.27 -0.647
C -0.99 -0.73 1.02 0.730
H -2.91 1.02 -1.32 0.397
H -0.88 -2.62 1.42 0.449
H 2.62 0.28 1.08 0.229
H -2.73 0.06 1.11 0.548
H 3.18 1.13 -0.40 0.262
H -2.68 2.22 -0.14 0.390
H 0.15 0.94 1.30 0.248
H 1.78 1.72 0.63 0.218
H -0.85 1.65 -2.49 0.219
H 2.36 -1.73 -0.83 0.463



Verdict on stability: ii comes out on top.